Density functional theory data (ωB97M-V with the def2-TZVPD basis set) for 5 unconnected molecules or ions with the total composition C15H40O15S5 at a distorted geometry.

Summary:
molecular weight: 620.8 g mol⁻¹
energy relative to the best compared isomer or geometry (same formula, charge and spin): 108.4 kcal per mole
LUMO energy: 0.2 eV
HOMO energy: -10.65 eV

```
! RIJCOSX wB97M-V def2-TZVPD def2/J DEFGRID3
* xyz 0 1
O -1.48 4.20 -8.12
S -2.12 3.56 -6.95
O -3.57 3.41 -6.71
O -1.51 1.98 -6.79
C -2.09 1.01 -6.00
C -1.10 0.06 -5.36
C -1.29 4.32 -5.51
H -2.82 0.53 -6.66
H -2.76 1.43 -5.24
H -1.60 -0.79 -4.89
H -0.44 0.54 -4.65
H -0.52 -0.46 -6.13
H -0.22 4.19 -5.64
H -1.65 3.76 -4.64
H -1.61 5.36 -5.53
O -6.44 9.81 -3.25
S -6.67 8.44 -3.67
O -8.01 7.87 -3.79
O -5.95 8.06 -5.07
C -5.41 9.10 -5.85
C -6.49 9.14 -6.91
C -5.71 7.22 -2.65
H -4.50 8.70 -6.29
H -5.28 10.07 -5.37
H -6.39 8.39 -7.70
H -6.39 10.16 -7.27
H -7.48 8.92 -6.50
H -5.52 6.34 -3.26
H -6.30 6.90 -1.79
H -4.79 7.58 -2.19
O 1.04 2.17 -0.40
S -0.04 2.21 0.60
O -1.45 2.16 0.21
O 0.16 0.96 1.67
C 1.36 0.14 1.61
C 2.24 0.72 2.75
C 0.14 3.57 1.75
H 1.88 0.30 0.67
H 1.20 -0.92 1.81
H 1.61 0.83 3.63
H 2.66 1.68 2.45
H 2.94 0.02 3.21
H -0.51 3.31 2.59
H -0.06 4.50 1.21
H 1.19 3.52 2.02
O 4.43 -2.20 8.07
S 5.11 -3.53 8.00
O 5.60 -4.04 6.69
O 6.47 -3.31 8.89
C 7.58 -4.23 8.87
C 8.73 -3.53 8.20
C 4.35 -4.78 9.09
H 7.41 -5.18 8.35
H 8.08 -4.52 9.79
H 9.21 -2.83 8.88
H 8.52 -3.09 7.22
H 9.45 -4.30 7.93
H 3.60 -5.15 8.40
H 3.88 -4.23 9.91
H 5.10 -5.50 9.42
O -1.09 -9.49 -1.09
S -0.18 -8.36 -1.24
O -0.17 -7.49 -2.38
O -0.37 -7.43 0.12
C -0.62 -8.12 1.31
C 0.21 -7.57 2.51
C 1.53 -9.01 -0.87
H -0.28 -9.14 1.15
H -1.69 -8.14 1.49
H 1.29 -7.74 2.55
H 0.06 -7.80 3.56
H 0.14 -6.49 2.37
H 2.11 -8.76 -1.76
H 1.40 -10.08 -1.03
H 1.89 -8.89 0.15
*
```